# 1
The following is a quantum chemistry calculation of an isolated ion of composition C4H9NO2 and charge -1 at a distorted geometry, from the OMol25 dataset.

## Properties
spin multiplicity: 2
electronic energy: -362.731311 a.u.
total charge: -1
frontier orbital gap (spin up / spin down): 6.04 / 4.24 eV

Last column: Mulliken charge in e.
Positions of all 16 atoms, in Å:
C: -1.500 -1.081 0.554  -0.73
O: -2.615 -0.212 0.424  -0.88
C: 0.008 -0.542 0.593  0.52
C: 0.018 0.623 -0.411  -0.53
C: 1.425 1.019 -0.946  -0.34
O: 1.461 1.990 -1.948  -0.40
N: 1.126 -1.475 1.709  -0.68
H: -1.533 -1.799 -0.275  0.19
H: -1.606 -1.690 1.414  0.45
H: 0.650 -1.280 0.100  -0.04
H: -0.488 1.564 0.039  0.27
H: -0.606 0.413 -1.293  0.36
H: 2.064 1.353 -0.134  0.28
H: 1.779 0.087 -1.317  0.25
H: 0.183 -0.274 1.680  0.14
H: 1.200 -2.395 1.285  0.13

# 2
The following is a quantum chemistry calculation of a 2-piece molecular cluster, C4H11N3 overall at a distorted geometry, from the OMol25 dataset.

## Properties
electronic energy: -323.123936 a.u.
SMILES: [H]/N=C1\CN1C.CN
frontier orbital gap: 9.33 eV

Last column: Mulliken charge in e.
Positions of all 18 atoms, in Å:
H: 0.519 2.457 0.440  0.27
N: 0.280 1.596 0.931  -0.80
C: 0.724 0.548 0.280  0.40
C: 1.914 0.091 -0.467  -0.44
N: 1.381 -0.601 0.728  -0.22
C: 0.836 -1.938 0.641  -0.76
H: 2.886 0.554 -0.337  0.25
H: 1.751 -0.368 -1.441  0.26
H: 0.290 -2.118 -0.297  0.30
H: 1.653 -2.657 0.717  0.31
H: 0.154 -2.091 1.479  0.27
C: -1.773 0.396 -0.877  -0.59
N: -2.198 1.267 0.114  -0.64
H: -2.409 -0.465 -1.076  0.32
H: -1.475 0.900 -1.794  0.28
H: -0.575 0.058 -0.524  0.07
H: -1.247 1.613 0.654  0.45
H: -2.711 0.759 0.831  0.26

# 3
The following is a quantum chemistry calculation of an isolated ion of composition C10H14N3O2 and charge +1 at a distorted geometry, from the OMol25 dataset.

## Properties
electronic energy: -703.926227 a.u.
total charge: +1
frontier orbital gap (spin up / spin down): 6.21 / 6.21 eV

Last column: Mulliken charge in e.
Positions of all 29 atoms, in Å:
C: 1.961 -1.685 0.460  -1.32
C: 1.096 -0.649 0.541  0.48
C: -1.795 0.909 1.044  0.29
C: -3.539 -0.048 -0.162  0.14
C: -0.563 1.246 -1.184  -1.00
C: 0.449 2.219 -0.557  -0.93
C: 1.824 0.777 0.835  -0.95
C: -0.297 -0.890 0.258  0.49
C: -1.188 0.180 -0.242  1.62
C: -0.904 -2.188 0.586  -1.60
N: -3.117 0.704 0.964  -0.03
N: -2.391 -0.360 -0.821  -0.14
N: 1.727 1.632 -0.274  -0.19
O: -1.157 1.496 1.862  -0.54
O: -4.659 -0.345 -0.418  -0.53
H: 1.693 -2.643 0.045  0.32
H: -1.388 1.831 -1.595  0.37
H: -0.090 0.713 -2.014  0.43
H: 0.600 3.038 -1.264  0.43
H: 0.059 2.641 0.370  0.42
H: 1.328 1.221 1.699  0.24
H: 2.860 0.549 1.068  0.57
H: -1.891 -2.061 1.034  0.38
H: -0.281 -2.787 1.242  0.52
H: -1.076 -2.744 -0.341  0.41
H: -3.777 1.081 1.633  0.28
H: -2.415 -0.834 -1.709  0.23
H: 3.003 -1.564 0.706  0.35
H: 2.260 1.355 -1.088  0.27

# 4
The following is a quantum chemistry calculation of a 2-piece molecular cluster, C3H8N2O overall at a distorted geometry, from the OMol25 dataset.

## Properties
electronic energy: -303.793612 a.u.
SMILES: [H]/N=C\N.C=CO
frontier orbital gap: 9.99 eV

Last column: Mulliken charge in e.
Positions of all 14 atoms, in Å:
H: -2.212 2.435 1.647  0.21
N: -2.407 2.486 2.645  -0.60
C: -2.602 1.378 3.234  0.10
N: -3.180 0.264 2.656  -0.46
H: -2.285 1.249 4.266  0.30
H: -3.283 0.279 1.651  0.23
H: -2.899 -0.651 2.976  0.22
C: 3.566 -1.307 -3.665  -0.67
C: 3.025 -1.357 -2.450  0.11
O: 1.696 -1.159 -2.243  -0.51
H: 2.889 -1.063 -4.504  0.20
H: 4.651 -1.213 -3.824  0.25
H: 3.665 -1.389 -1.567  0.30
H: 1.132 -1.666 -2.834  0.31

Energy above the lowest of the compared OMol25 structures with the same formula, charge and spin: 8.265, 4.969, 0.000, 2.681 (eV)